Record 1
ORCA calculation (the ωB97M-V functional and the def2-TZVPD basis) on C26H40N2O2Si4W as an isolated structure.

Element x y z (Å)
W: 0.043 0.748 0.479
C: -1.413 -1.332 -1.371
O: -0.465 -1.301 -0.244
C: 0.735 -1.999 -0.498
C: 0.752 -3.346 -0.799
C: 1.984 -3.939 -1.034
C: 3.161 -3.202 -0.953
C: 3.127 -1.850 -0.645
C: 1.899 -1.242 -0.428
N: 1.784 0.159 -0.162
N: 0.991 0.826 -1.240
C: 0.986 2.216 -0.909
C: -0.328 2.746 -0.710
O: -1.305 1.847 -0.498
C: -0.535 4.137 -0.562
C: 0.543 4.961 -0.632
C: 1.881 4.485 -0.802
C: 2.962 5.381 -0.847
C: 4.240 4.909 -1.034
C: 4.465 3.538 -1.202
C: 3.423 2.638 -1.167
C: 2.122 3.102 -0.938
H: -1.788 -2.346 -1.470
H: -0.894 -1.000 -2.267
H: -2.223 -0.654 -1.116
H: -0.162 -3.924 -0.850
H: 2.023 -4.992 -1.278
H: 4.110 -3.684 -1.141
H: 4.030 -1.258 -0.590
H: -1.543 4.498 -0.413
H: 0.399 6.031 -0.539
H: 2.776 6.442 -0.744
H: 5.071 5.599 -1.071
H: 5.472 3.181 -1.375
H: 3.605 1.584 -1.323
C: -2.036 -2.787 2.826
Si: -1.965 -0.937 3.094
C: -2.482 -0.415 4.805
C: -2.974 -0.056 1.756
Si: 0.332 -0.449 2.692
Si: 2.165 -1.738 3.522
C: 1.976 -3.374 2.644
C: 1.935 -1.936 5.365
C: 3.722 -0.821 3.051
Si: 0.616 2.118 2.644
C: 0.812 1.338 4.387
C: -0.998 3.108 2.686
C: 2.183 3.103 2.434
H: -3.077 -3.111 2.906
H: -1.463 -3.331 3.579
H: -1.671 -3.080 1.840
H: -3.523 -0.699 4.977
H: -2.414 0.664 4.956
H: -1.877 -0.909 5.569
H: -3.706 -0.733 1.310
H: -2.419 0.360 0.901
H: -3.518 0.801 2.158
H: 1.046 -3.874 2.921
H: 2.801 -4.028 2.939
H: 2.006 -3.279 1.559
H: 0.993 -2.433 5.603
H: 1.983 -1.001 5.921
H: 2.740 -2.574 5.739
H: 3.609 -0.227 2.141
H: 4.526 -1.539 2.872
H: 4.053 -0.156 3.851
H: 0.141 0.581 4.809
H: 0.574 2.211 5.008
H: 1.834 1.047 4.624
H: -1.540 2.878 3.606
H: -1.685 2.961 1.853
H: -0.734 4.168 2.701
H: 2.536 3.426 3.416
H: 2.004 3.995 1.835
H: 2.982 2.534 1.958

Results
Charge: +2
Strongest force on any atom: 0.9 eV/Å
Calculated total energy: -68007.3598 eV
LUMO (spin up / spin down): -7.6 / -7.6 eV
HOMO energy (spin up / spin down): -0.520 / -0.520 Eh
Multiplicity: 1
Kohn-Sham gap (spin up / spin down): 6.55 / 6.55 eV

---

Record 2
ORCA calculation (the ωB97M-V functional and the def2-TZVPD basis) on a 9-piece molecular cluster, C37H36F40O17 overall in a non-equilibrium geometry.

Element x y z (Å)
C: 3.045 2.909 -5.006
C: 3.947 2.852 -3.839
O: 4.343 4.166 -3.654
C: 3.498 4.991 -4.292
O: 3.463 6.207 -4.135
O: 2.718 4.269 -5.067
H: 2.243 2.183 -4.873
H: 3.580 2.663 -5.923
H: 4.804 2.221 -4.074
H: 3.416 2.411 -2.995
C: 4.344 0.131 0.845
C: 3.875 -1.316 1.226
O: 5.046 -2.009 1.515
C: 6.088 -1.276 1.213
O: 7.247 -1.656 1.247
O: 5.730 -0.008 0.845
H: 3.964 0.851 1.569
H: 4.066 0.430 -0.166
H: 3.271 -1.809 0.464
H: 3.231 -1.260 2.104
C: -6.726 0.788 -2.724
C: -6.982 -0.542 -1.990
O: -5.976 -0.482 -0.991
C: -4.986 0.299 -1.314
O: -3.917 0.405 -0.728
O: -5.353 0.963 -2.485
H: -7.170 1.676 -2.276
H: -6.899 0.737 -3.799
H: -6.907 -1.405 -2.653
H: -7.897 -0.582 -1.398
C: -1.055 0.105 -0.147
C: 0.040 -0.249 0.828
O: 1.235 0.182 0.190
C: 0.973 0.365 -1.104
O: 1.832 0.498 -1.949
O: -0.325 0.364 -1.337
H: -1.586 0.998 0.183
H: -1.699 -0.744 -0.377
H: 0.136 -1.331 0.914
H: -0.034 0.355 1.732
C: 3.660 -4.229 -1.403
C: 2.355 -5.073 -1.632
C: 1.525 -4.881 -0.405
F: 1.327 -3.557 -0.098
F: 0.320 -5.469 -0.483
F: 1.772 -4.640 -2.748
F: 2.680 -6.377 -1.840
O: 4.377 -4.725 -0.256
C: 5.704 -5.172 -0.501
C: 6.256 -5.720 0.861
F: 5.475 -6.395 1.701
F: 7.423 -6.387 0.740
F: 5.599 -6.092 -1.460
F: 6.399 -4.166 -0.949
H: 3.499 -3.153 -1.342
H: 4.261 -4.303 -2.310
H: 1.918 -5.347 0.498
H: 6.434 -4.834 1.471
C: -3.385 0.007 2.925
C: -3.445 1.332 3.719
C: -3.881 2.532 2.818
F: -3.759 3.775 3.262
F: -3.268 2.563 1.591
F: -4.454 1.219 4.563
F: -2.299 1.638 4.425
O: -2.622 -0.938 3.717
C: -3.017 -2.295 3.634
C: -2.243 -3.026 4.759
F: -2.508 -4.343 4.846
F: -0.944 -2.865 4.675
F: -4.371 -2.349 3.848
F: -2.750 -2.781 2.427
H: -2.831 0.149 1.997
H: -4.359 -0.353 2.596
H: -4.939 2.447 2.570
H: -2.345 -2.554 5.736
C: 0.233 1.754 7.760
C: -1.236 1.657 8.019
C: -1.903 3.023 7.673
F: -3.278 2.955 7.747
F: -1.554 4.004 8.548
F: -1.792 0.715 7.235
F: -1.511 1.320 9.289
O: 0.535 2.040 6.427
C: 1.020 0.938 5.645
C: 1.594 1.514 4.320
F: 2.008 0.595 3.426
F: 0.703 2.359 3.759
F: 1.999 0.336 6.322
F: 0.039 0.077 5.356
H: 0.747 0.884 8.169
H: 0.594 2.487 8.481
H: -1.628 3.365 6.676
H: 2.446 2.160 4.532
C: 0.017 -1.081 -4.843
C: 1.452 -1.674 -5.147
C: 1.421 -2.812 -6.177
F: 0.574 -2.579 -7.156
F: 2.638 -3.064 -6.739
F: 2.214 -0.614 -5.484
F: 1.970 -2.111 -3.938
O: -0.955 -2.026 -4.342
C: -2.353 -1.699 -4.461
C: -3.217 -2.670 -3.556
F: -2.891 -2.755 -2.272
F: -4.540 -2.416 -3.604
F: -2.561 -0.526 -3.952
F: -2.724 -1.674 -5.714
H: -0.334 -0.497 -5.693
H: 0.064 -0.371 -4.017
H: 1.099 -3.706 -5.643
H: -3.014 -3.691 -3.880
C: 0.012 4.379 -1.742
C: -0.232 5.126 -0.401
C: -0.931 4.183 0.640
F: -0.646 2.884 0.642
F: -0.824 4.504 1.885
F: 0.852 5.571 0.198
F: -0.972 6.180 -0.581
O: -1.078 3.565 -2.183
C: -1.317 3.383 -3.569
C: -2.824 2.817 -3.727
F: -3.754 3.628 -3.242
F: -3.089 2.574 -5.038
F: -1.188 4.550 -4.201
F: -0.460 2.487 -4.169
H: 0.853 3.705 -1.580
H: 0.388 5.122 -2.445
H: -1.997 4.290 0.443
H: -2.870 1.849 -3.228

Results
Strongest force on any atom: 3.9 eV/Å
Calculated total energy: -182457.7243 eV
Structure (SMILES): FC(F)C(F)(F)COC(F)(F)C(F)F.FC(F)C(F)(F)COC(F)(F)C(F)F.FC(F)C(F)(F)COC(F)(F)C(F)F.FC(F)C(F)(F)COC(F)(F)C(F)F.FC(F)C(F)(F)COC(F)(F)C(F)F.O=C1OCCO1.O=C1OCCO1.O=C1OCCO1.O=C1OCCO1
LUMO: 0.1 eV
HOMO energy: -0.399 Eh
Multiplicity: 1
Kohn-Sham gap: 10.91 eV

---

Record 3
ORCA calculation (the ωB97M-V functional and the def2-TZVPD basis) on an isolated ion of composition C7H12 and charge +1 in a non-equilibrium geometry.

Element x y z (Å)
C: -0.537 -0.106 2.162
C: 0.372 -0.536 0.996
C: 0.020 0.061 -0.376
C: 0.844 0.101 -1.457
C: 2.222 -0.375 -1.694
C: -2.506 0.323 -0.189
C: -1.291 0.759 -0.468
H: -0.352 0.962 2.483
H: -0.219 -0.658 3.045
H: -1.609 -0.042 1.917
H: 0.644 -1.536 0.881
H: 1.354 -0.338 1.148
H: 0.613 0.682 -2.381
H: 2.438 -0.472 -2.766
H: 2.239 -1.311 -1.144
H: 3.017 0.361 -1.476
H: -3.405 0.998 -0.238
H: -2.755 -0.656 0.275
H: -1.087 1.782 -0.715

Results
Charge: +1
Strongest force on any atom: 4.8 eV/Å
ΔE to the lowest compared entry with this formula, charge and spin: 42.82 kcal per mole
Calculated total energy: -7442.5960 eV
LUMO (spin up / spin down): -4.3 / -8.1 eV
HOMO energy (spin up / spin down): -0.544 / -0.547 Eh
Multiplicity: 2
<S²>: 0.7594
Kohn-Sham gap (spin up / spin down): 10.50 / 6.83 eV

---

Record 4
ORCA calculation (the ωB97M-V functional and the def2-TZVPD basis) on C50H58CrN9O2PSe as an isolated structure in a non-equilibrium geometry.

Element x y z (Å)
Cr: -0.224 0.444 0.641
C: 1.715 -3.364 1.694
O: 1.663 -3.123 0.243
C: 1.058 -1.976 0.091
N: 0.640 -1.363 1.109
C: 0.833 -2.259 2.292
C: 1.334 -1.585 3.556
C: 2.437 -2.047 4.272
C: 2.815 -1.433 5.465
C: 2.073 -0.377 5.973
C: 0.951 0.065 5.280
C: 0.591 -0.523 4.077
C: 0.756 -1.447 -1.264
C: 1.208 -1.961 -2.450
C: 0.783 -1.360 -3.627
C: -0.103 -0.301 -3.556
C: -0.521 0.128 -2.313
N: -0.074 -0.417 -1.187
C: -1.636 1.087 -2.101
N: -1.930 1.547 -0.968
C: -3.310 2.075 -1.087
C: -3.576 2.044 -2.614
O: -2.452 1.277 -3.146
C: -3.568 3.443 -0.507
C: -4.842 3.992 -0.684
C: -5.143 5.251 -0.186
C: -4.162 5.985 0.477
C: -2.893 5.446 0.637
C: -2.598 4.169 0.162
H: 2.752 -3.309 1.996
H: 1.335 -4.360 1.882
H: -0.145 -2.657 2.532
H: 3.002 -2.911 3.940
H: 3.682 -1.802 6.003
H: 2.356 0.088 6.911
H: 0.342 0.871 5.681
H: -0.285 -0.165 3.549
H: 1.870 -2.819 -2.440
H: 1.118 -1.733 -4.586
H: -0.496 0.180 -4.444
H: -3.950 1.364 -0.566
H: -3.558 3.037 -3.048
H: -4.496 1.543 -2.894
H: -5.603 3.429 -1.223
H: -6.138 5.663 -0.323
H: -4.387 6.976 0.861
H: -2.119 6.028 1.124
H: -1.617 3.739 0.332
Se: -2.219 -0.649 1.523
C: -3.231 0.485 2.684
C: -3.421 1.836 2.408
C: -4.223 2.614 3.238
C: -4.818 2.048 4.359
C: -4.611 0.702 4.642
C: -3.823 -0.083 3.803
H: -2.935 2.281 1.553
H: -4.381 3.664 3.001
H: -5.430 2.657 5.020
H: -5.063 0.258 5.524
H: -3.669 -1.135 4.016
N: 7.915 -0.326 -1.946
C: 6.834 -0.142 -1.590
C: 5.470 0.065 -1.142
C: 4.547 0.710 -1.951
C: 3.248 0.831 -1.493
N: 2.832 0.391 -0.301
C: 3.740 -0.212 0.472
C: 5.060 -0.408 0.096
H: 4.837 1.105 -2.917
H: 2.491 1.292 -2.127
H: 3.393 -0.568 1.442
H: 5.754 -0.914 0.756
N: 0.316 1.951 1.412
P: 0.866 3.334 1.892
N: 2.132 3.170 2.960
C: 2.963 4.297 3.417
C: 3.713 3.908 4.683
C: 4.748 2.813 4.364
C: 4.240 1.897 3.231
C: 2.719 1.840 3.247
N: -0.342 4.132 2.702
C: -1.034 3.281 3.716
C: -2.063 4.113 4.464
C: -1.370 5.207 5.300
C: -0.114 5.739 4.577
C: -0.272 5.563 3.072
N: 1.287 4.322 0.611
C: 2.247 5.440 0.692
C: 1.766 6.601 -0.174
C: 1.611 6.157 -1.632
C: 0.689 4.937 -1.705
C: 1.204 3.841 -0.781
H: 2.330 5.164 3.612
H: 3.706 4.584 2.663
H: 3.000 3.560 5.438
H: 4.207 4.794 5.083
H: 4.950 2.223 5.260
H: 5.692 3.278 4.066
H: 4.636 0.884 3.360
H: 4.586 2.264 2.256
H: 2.400 1.506 4.233
H: 2.322 1.140 2.529
H: -0.312 2.859 4.436
H: -1.506 2.451 3.204
H: -2.650 3.454 5.107
H: -2.756 4.552 3.737
H: -1.081 4.790 6.266
H: -2.069 6.020 5.499
H: 0.766 5.186 4.916
H: 0.056 6.792 4.807
H: 0.537 6.044 2.521
H: -1.197 6.054 2.768
H: 3.230 5.107 0.331
H: 2.366 5.774 1.715
H: 2.477 7.429 -0.095
H: 0.797 6.945 0.209
H: 2.599 5.892 -2.036
H: 1.217 6.976 -2.238
H: 0.642 4.552 -2.732
H: -0.320 5.222 -1.405
H: 2.218 3.562 -1.116
H: 0.578 2.965 -0.813

Results
Charge: +1
Strongest force on any atom: 1.5 eV/Å
Calculated total energy: -173350.7909 eV
LUMO (spin up / spin down): -3.3 / -3.6 eV
HOMO energy (spin up / spin down): -0.346 / -0.355 Eh
Multiplicity: 4
<S²>: 3.8278
Kohn-Sham gap (spin up / spin down): 6.11 / 6.03 eV

---

Q: strongest force on any atom of number 4 (C50H58CrN9O2PSe)?
A: 1.5 eV/Å